100
Properties=species:S:1:pos:R:3:forces:R:3:mulliken_charge:R:1 method="wB97M-V/def2-TZVPD" charge=-1 homo_energy_ev=-3.57
Tl 0.092982 0.078553 0.967694 -0.30 0.17 0.30 0.734
S 0.693224 2.723202 1.769455 -0.19 -0.44 -0.27 -0.285
C 1.516937 2.674341 3.277160 -0.01 0.08 -0.17 0.697
C 1.546752 3.853287 4.041253 0.02 0.01 0.09 -0.840
C 2.150781 3.903491 5.273741 0.03 0.06 0.06 -0.456
C 2.772537 2.775023 5.793414 0.12 -0.06 0.21 -0.696
C 2.794385 1.614914 5.042807 0.09 0.00 0.24 -0.593
C 2.184341 1.553521 3.799602 0.07 -0.43 -0.21 -0.039
S 2.300682 0.006284 2.910617 0.06 0.61 -0.01 0.070
C 3.484455 0.525702 1.590410 -0.06 -0.07 0.48 -1.453
C 3.170884 0.222142 0.154562 0.44 -0.15 -0.10 1.283
C 4.168452 -0.289765 -0.642155 0.04 0.09 0.23 -0.897
C 3.906261 -0.436194 -2.022038 -0.07 0.15 -0.03 -0.681
C 2.754569 0.051156 -2.542489 0.20 -0.10 -0.11 -1.209
C 1.790146 0.693025 -1.691512 -0.04 0.21 0.01 1.193
C 0.702353 1.368949 -2.166233 0.40 0.35 0.05 -1.961
S -1.333835 -0.103746 -2.264327 -1.70 0.26 -0.85 0.480
C -2.258544 1.419034 -1.898936 0.22 0.14 -0.10 -0.069
C -2.609153 2.074787 -3.072215 -0.01 0.10 -0.14 -0.711
C -3.240680 3.302300 -3.059571 0.02 -0.03 -0.12 -0.865
C -3.509580 3.902630 -1.834165 -0.05 0.00 -0.03 -0.630
C -3.162523 3.261920 -0.668420 0.01 0.03 -0.08 -1.057
C -2.532690 2.004354 -0.661176 0.04 -0.28 0.13 1.704
S -2.276549 1.334507 0.921673 0.83 -0.07 0.43 -0.283
N 1.985025 0.605371 -0.327964 -0.41 -0.39 0.04 0.292
H 1.071104 4.728510 3.625750 -0.10 0.08 0.00 0.441
H 2.137167 4.827032 5.838318 0.02 0.05 0.04 0.355
H 3.247422 2.810040 6.764157 0.04 -0.04 0.05 0.358
H 3.303319 0.734342 5.407564 0.04 -0.07 0.08 0.418
H 4.441313 0.079649 1.858931 0.03 0.08 -0.08 0.491
H 3.542874 1.609638 1.702040 0.02 -0.03 -0.04 0.618
H 5.123056 -0.573780 -0.224311 0.02 -0.01 0.08 0.369
H 4.639588 -0.933014 -2.643636 0.01 0.02 -0.15 0.365
H 2.534871 -0.017428 -3.597335 -0.01 -0.01 -0.14 0.395
H 0.614438 1.561185 -3.219981 -0.02 0.01 -0.26 0.497
H 0.159422 2.018094 -1.501871 -0.04 0.19 0.19 0.793
H -2.376005 1.594213 -4.013672 0.03 0.04 -0.15 0.424
H -3.500962 3.794629 -3.986493 0.00 0.00 -0.04 0.419
H -3.977094 4.877691 -1.797201 -0.04 0.04 0.02 0.360
H -3.345583 3.714965 0.294799 -0.03 0.09 0.05 0.474
O -0.914895 -0.813137 -1.044659 0.52 -0.55 0.51 -0.937
C -2.910340 -0.935529 -2.862939 0.54 -0.04 0.07 0.437
C -2.794961 -1.222143 -4.214343 0.16 -0.16 0.01 -0.740
C -3.843248 -1.752885 -4.942398 -0.19 -0.06 -0.06 -0.853
C -5.045277 -1.996728 -4.300873 0.01 0.01 -0.29 -0.638
C -5.172667 -1.726552 -2.954887 0.07 0.15 0.19 -1.107
C -4.116383 -1.194005 -2.208525 -0.23 -0.22 -0.36 0.266
C -4.332255 -1.018112 -0.782980 -0.11 0.01 0.61 0.036
N -3.462934 -1.241464 0.164232 0.08 -0.26 -0.70 0.872
C -4.114589 -1.129521 1.342161 -0.47 0.02 0.01 -0.674
C -5.424765 -0.820052 1.119624 0.08 -0.12 0.28 -0.955
N -5.566806 -0.761559 -0.240461 -0.08 0.13 -0.15 -0.065
H -1.843204 -1.034185 -4.694686 0.05 0.04 -0.06 0.499
H -3.725920 -1.984783 -5.991916 0.02 0.02 -0.05 0.423
H -5.880666 -2.406920 -4.848872 -0.08 -0.06 -0.04 0.396
H -6.105798 -1.955648 -2.456577 -0.02 -0.05 0.03 0.468
H -3.581822 -1.256848 2.261877 -0.01 -0.01 0.32 0.513
H -6.242207 -0.639646 1.787899 -0.15 0.07 0.10 0.457
H -6.401710 -0.481146 -0.726751 0.15 -0.01 -0.02 0.248
C 1.941658 -5.579850 2.759648 -0.09 0.10 -0.11 -2.037
C 1.732850 -4.083144 2.535742 -0.27 0.04 -0.23 2.309
C 1.304031 -3.459722 3.865416 -0.10 0.11 -0.02 -1.726
C 3.057467 -3.424637 2.146412 -0.04 0.00 -0.09 -1.784
P 0.470086 -3.484611 1.181204 0.29 -1.31 0.04 0.480
N 0.224228 -2.010841 1.525955 -0.30 1.14 -0.45 -0.427
C -1.132474 -4.570813 1.333681 0.32 0.31 -0.03 2.755
C -2.187646 -3.928367 0.431147 0.21 0.23 -0.12 -1.980
C -1.022079 -6.061427 1.027230 0.21 0.19 0.01 -1.775
C -1.601201 -4.373808 2.771656 0.06 -0.01 0.04 -2.227
C 1.229336 -3.951458 -0.551050 -0.14 0.31 0.32 3.177
C 1.987836 -5.272758 -0.658277 -0.12 0.09 0.23 -2.187
C 0.110918 -3.947663 -1.592960 -0.09 0.01 0.12 -2.379
C 2.165982 -2.816110 -0.936630 -0.08 -0.01 0.13 -2.356
H 2.808268 -5.713315 3.413009 0.04 -0.04 0.06 0.528
H 2.130457 -6.126799 1.841314 0.05 -0.10 -0.09 0.229
H 1.082802 -6.024911 3.259820 -0.05 -0.08 0.02 0.313
H 2.140633 -3.469046 4.565860 0.13 -0.04 0.03 0.500
H 0.482468 -3.999674 4.325270 -0.05 -0.01 0.07 0.313
H 0.997553 -2.431546 3.697567 -0.02 0.09 0.10 0.227
H 3.714844 -3.341768 3.012737 0.03 -0.05 0.13 0.636
H 2.861497 -2.419518 1.779564 0.17 0.09 -0.05 0.068
H 3.583820 -3.991799 1.383501 0.07 0.01 -0.12 0.177
H -2.271338 -4.409854 -0.539754 0.07 -0.03 -0.07 0.117
H -1.963524 -2.871239 0.280698 -0.19 -0.09 -0.05 0.111
H -3.169236 -3.987218 0.896223 -0.16 -0.01 0.13 0.741
H -0.689712 -6.237159 0.009008 0.01 -0.07 -0.13 0.297
H -2.007791 -6.519286 1.129415 -0.11 -0.03 0.06 0.517
H -0.339687 -6.568034 1.702893 0.08 -0.14 0.07 0.238
H -1.504322 -3.322069 3.031012 -0.07 0.11 0.19 0.423
H -1.023676 -4.974764 3.467394 0.07 -0.05 0.14 0.332
H -2.647694 -4.662486 2.872919 -0.11 -0.08 -0.04 0.627
H 1.396200 -6.120364 -0.326635 -0.03 -0.18 0.01 0.283
H 2.916446 -5.251611 -0.094630 0.08 -0.07 0.06 0.369
H 2.243107 -5.429392 -1.708322 0.04 -0.03 -0.10 0.524
H -0.530806 -4.818086 -1.506114 -0.12 -0.06 -0.03 0.314
H 0.552792 -3.968560 -2.590965 0.12 0.00 -0.07 0.672
H -0.484173 -3.042510 -1.506426 -0.12 0.02 -0.07 0.298
H 3.115952 -2.860819 -0.415426 0.05 0.05 0.05 0.390
H 1.684823 -1.867232 -0.712812 0.11 0.10 -0.11 -0.031
H 2.372005 -2.845209 -2.007252 -0.02 -0.07 -0.07 0.790

***

103
Properties=species:S:1:pos:R:3:forces:R:3:mulliken_charge:R:1 method="wB97M-V/def2-TZVPD" homo_energy_ev=-5.93 e_above_lowest_ev=2.003
Sc -1.041988 1.424082 0.528799 0.36 -0.31 0.40 0.299
C 3.105863 2.590277 0.768980 0.69 -0.98 -0.44 -1.537
C 1.818625 3.090329 0.228491 0.21 1.10 2.04 0.547
C 0.947727 3.850639 1.049400 -0.46 -1.90 -4.74 -0.785
C -0.280039 4.204402 0.499512 0.64 1.46 1.91 1.005
C -1.156052 4.987965 1.400111 -1.56 -2.33 0.89 -1.787
C -0.674375 3.853310 -0.739987 -0.11 -1.17 -1.23 -1.283
C 0.166348 3.077437 -1.540979 0.16 0.74 -0.62 1.116
C -0.289620 2.582754 -2.902814 -1.75 0.43 1.45 -1.925
C 1.480759 2.858034 -1.072282 -1.88 -0.87 -2.00 -0.002
H 3.924819 3.194371 0.461010 0.74 0.86 -0.37 0.498
H 3.388060 1.603098 0.363365 -0.36 0.14 0.18 0.138
H 3.182643 2.547558 1.836902 -0.35 -0.06 0.68 0.157
H 1.026495 4.064809 2.029248 1.09 0.48 2.88 0.996
H -0.796387 5.917403 1.661621 1.13 2.13 0.37 0.557
H -1.170316 4.377463 2.343233 -0.57 0.69 -0.55 0.159
H -2.169740 5.129516 1.020972 0.03 -0.29 0.09 0.307
H -1.672557 4.097773 -1.020069 -0.54 0.10 -0.52 0.589
H -0.593742 1.536151 -2.849620 -0.14 -0.06 0.06 -0.017
H 0.514446 2.595335 -3.557965 1.47 0.20 -1.49 0.629
H -1.166530 3.157025 -3.301078 0.90 -0.46 0.40 0.310
H 2.092710 2.393322 -1.846506 0.48 -0.22 0.73 0.402
C 1.216345 -3.478501 -1.383553 -0.50 -1.64 0.21 -1.006
N 1.484946 -2.172388 -0.894548 0.81 -0.21 -0.57 0.730
C 2.526987 -1.507728 -1.684141 -0.12 2.01 -0.27 -0.937
C 0.457020 -1.407233 -0.503625 -0.47 1.09 -0.02 -0.716
N 0.660670 -0.184877 -0.146659 -1.07 1.30 0.86 1.135
N -0.816489 -1.942292 -0.582069 1.07 -1.86 -1.78 0.148
C -1.925145 -1.433140 -0.031796 -1.01 1.08 0.81 0.279
N -3.098822 -1.854704 -0.536688 1.39 -1.14 -1.50 -0.398
N -1.828584 -0.569615 0.938109 -0.76 0.50 0.68 0.145
H 2.089948 -3.877291 -1.839358 0.95 -0.40 0.04 0.415
H 0.532476 -3.484345 -2.206353 -0.86 0.12 -0.59 0.237
H 0.873005 -4.185036 -0.613212 0.07 0.37 -0.09 0.214
H 3.291829 -2.226030 -1.964259 -0.03 0.10 0.08 0.525
H 2.991831 -0.645925 -1.132280 -0.16 -1.05 -0.36 0.144
H 2.060793 -1.025046 -2.598685 0.45 -0.74 0.76 0.084
H 1.640078 -0.000702 0.035498 -0.12 0.05 -0.30 -0.709
H -0.983521 -2.540873 -1.443293 0.33 0.95 0.97 0.071
H -2.975258 -2.086270 -1.547206 -0.79 0.10 0.79 0.086
H -3.944251 -1.413216 -0.236933 -0.25 0.55 -0.06 0.304
H -2.787919 -0.318134 1.200704 0.27 -0.05 0.13 0.196
O -0.222775 1.743227 2.617210 -0.30 0.22 -2.27 1.321
P 0.108203 0.978492 3.844240 -1.04 -0.62 1.05 1.212
C 1.516143 1.661447 4.593079 2.04 -0.15 1.39 0.626
C 1.856356 2.993314 4.364142 0.37 1.04 0.86 -0.582
C 2.971376 3.543984 5.011490 0.63 -2.41 -0.40 -0.770
C 3.812540 2.658304 5.758153 0.90 4.38 -0.29 -0.451
C 3.485005 1.390000 5.994737 -1.03 -1.83 0.66 -0.780
C 2.337197 0.867673 5.457591 -1.48 0.70 -1.94 -0.485
C -1.249078 1.059539 4.989607 0.81 -0.43 -0.97 0.291
C -1.043577 0.948559 6.357953 0.28 0.36 -0.50 -0.644
C -2.172931 1.083987 7.126246 -0.68 -0.33 2.73 -0.500
C -3.484583 1.243293 6.602371 1.55 -0.11 -0.69 -0.747
C -3.615700 1.256108 5.216495 0.05 -0.11 0.45 -0.856
C -2.483658 1.151781 4.391667 -1.76 0.90 -0.81 -0.164
C 0.496270 -0.731516 3.613015 -0.74 -1.47 0.59 0.211
C 1.555333 -0.994522 2.786947 0.75 -0.07 -1.98 -0.079
C 1.871713 -2.270558 2.323773 -0.10 -1.18 0.44 -0.456
C 1.100207 -3.387803 2.848266 1.13 -0.19 -0.77 -0.600
C 0.056462 -3.149948 3.736932 0.61 0.86 0.30 -0.824
C -0.219367 -1.817655 4.121872 -2.28 0.04 0.53 -0.390
H 1.257669 3.680824 3.758450 0.05 -0.68 0.28 0.228
H 3.293838 4.526602 4.745413 0.09 0.56 0.26 0.437
H 4.746897 3.069379 6.209169 -0.86 -0.30 -0.45 0.333
H 4.031480 0.793683 6.682209 0.72 -0.47 0.26 0.459
H 2.066583 -0.168096 5.546407 0.06 -0.30 0.38 0.551
H 0.013032 0.847082 6.707700 -1.31 0.08 0.18 0.298
H -2.035117 1.020015 8.245235 -0.34 0.19 -1.29 0.301
H -4.353631 1.387784 7.231833 0.20 -0.13 0.13 0.422
H -4.605279 1.368316 4.795603 0.04 0.03 -0.22 0.514
H -2.661747 1.318124 3.280997 0.61 -0.44 1.52 0.222
H 1.990570 -0.111499 2.302889 0.47 -0.46 0.28 0.282
H 2.715089 -2.368511 1.575089 -1.25 -0.21 1.07 0.267
H 1.297082 -4.489442 2.594371 -0.02 1.97 0.09 0.306
H -0.475521 -3.998294 4.181475 0.02 0.51 -0.29 0.444
H -1.176531 -1.610816 4.726406 1.74 -0.37 -0.74 0.219
O -2.766000 2.035144 1.410893 -1.12 0.12 -1.14 -0.742
S -3.706769 1.975972 0.093340 2.27 -1.35 1.46 1.238
O -4.293035 3.238867 -0.134652 -0.74 0.92 -0.13 -0.702
O -2.566805 1.682850 -0.864555 0.83 -0.06 -0.61 -0.389
O -4.526450 0.790807 0.150689 -0.57 0.21 0.46 -0.717
C 0.441308 -4.435351 -9.284526 -2.03 0.25 0.99 -1.619
C 0.089480 -3.574057 -8.070665 -1.36 -0.08 0.40 0.395
C 0.755526 -2.463360 -7.565110 0.39 -1.44 -1.04 -0.988
C 0.361156 -1.781416 -6.429732 1.54 0.57 0.58 0.992
C 1.279947 -0.692804 -5.861662 -0.80 0.80 -0.84 -1.117
C -0.712622 -2.224796 -5.681514 -0.94 0.02 0.32 -0.139
Te -1.204070 -1.220873 -3.858563 -0.18 -0.40 0.06 -0.053
C -1.462542 -3.311044 -6.170429 1.30 0.29 -0.70 0.935
C -2.636047 -3.846270 -5.491653 -1.14 -1.83 1.42 -1.496
C -1.047306 -3.934196 -7.345178 -0.50 -0.48 -0.13 -0.641
H -0.266550 -4.294654 -10.132359 0.00 -0.35 0.82 0.303
H 0.486547 -5.468403 -8.934238 -0.22 -0.06 -0.41 0.337
H 1.341851 -4.206597 -9.718869 2.54 0.69 -0.71 0.444
H 1.710008 -2.356417 -8.032276 0.66 1.07 -0.16 0.271
H 0.680735 0.258101 -5.737244 0.69 -0.89 -0.08 0.254
H 2.152135 -0.467710 -6.524266 -0.62 -0.37 0.57 0.360
H 1.566080 -0.998136 -4.853605 0.30 0.15 -0.11 -0.010
H -2.981731 -4.815258 -5.887953 -0.06 0.57 -0.83 0.353
H -3.464236 -3.140268 -5.460178 -0.04 -0.02 0.22 0.301
H -2.438374 -4.248659 -4.473825 0.16 1.11 -0.08 0.232
H -1.674903 -4.774040 -7.670912 0.36 0.21 -0.06 0.264

***

Computed orbital gap, in the same sequence as the records: 5.90, 5.72 eV.
Computed LUMO, in the same sequence as the records: 2.332, -0.209 eV.